Formula: C33H32AgGeN3OS2
Source: OMol25
Level of theory: ωB97M-V with the def2-TZVPD basis set

Values from the calculation:
LUMO energy (spin up / spin down)   2.67 / 1.78 eV
HOMO-LUMO gap (spin up / spin down)   6.5 / 6.2 eV
Energy relative to the best compared isomer or geometry (same formula, charge and spin)   0.00 kJ/mol
E   -123445.5052 eV
2S+1   2
M   731.25 g/mol
Charge   -1

Each line ends with the Löwdin charge.
Element x y z (Å)
Ag -0.19658 0.07011 0.08283  0.602
C 0.39055 -0.45875 -4.35605  -0.028
C 0.47651 -0.82005 -2.89589  -0.259
N -0.49147 -0.51514 -2.09172  -0.029
N -1.60887 0.01226 -2.66982  -0.087
C -2.49267 0.56038 -1.93142  -1.151
S -2.51737 0.92224 -0.26735  0.540
S -3.94045 1.12053 -2.82966  0.829
C -3.50094 2.90809 -2.75778  -0.429
C -2.35104 3.12085 -3.68095  -0.319
C -2.56416 3.15136 -5.05496  -0.063
C -1.50020 3.24774 -5.93076  -0.095
C -0.20536 3.30921 -5.44295  -0.111
C 0.01911 3.26047 -4.07734  -0.092
C -1.04832 3.16636 -3.20114  -0.049
C 1.64241 -1.54879 -2.43179  -0.131
C 2.18925 -2.51554 -3.27956  -0.072
C 3.28919 -3.26679 -2.92817  -0.134
C 3.91213 -3.02527 -1.70600  -0.121
C 3.41597 -2.07053 -0.85881  -0.036
C 2.25498 -1.30617 -1.15880  -0.402
O 1.87635 -0.41202 -0.33112  -0.219
H -0.12823 0.49319 -4.45420  0.052
H -0.19784 -1.20473 -4.88996  0.088
H 1.37865 -0.38532 -4.80228  0.081
H -3.26181 3.13640 -1.71901  0.045
H -4.39944 3.44432 -3.06541  0.074
H -3.57494 3.07155 -5.42875  0.108
H -1.67990 3.25638 -6.99729  0.096
H 0.62930 3.38019 -6.12728  0.096
H 1.02708 3.27369 -3.69030  0.105
H -0.86433 3.11076 -2.13729  0.101
H 1.69650 -2.71040 -4.22164  0.102
H 3.66198 -4.03084 -3.59468  0.082
H 4.78677 -3.59903 -1.42730  0.091
H 3.89655 -1.86552 0.08675  0.101
C 2.51654 0.88890 3.00987  -0.266
Ge 0.60829 1.03357 2.37360  0.938
C 0.32039 3.03174 2.46885  -0.331
C -0.07961 3.68978 1.31138  -0.149
C -0.31171 5.05247 1.29005  -0.100
C -0.13690 5.79316 2.44665  -0.115
C 0.26611 5.15964 3.61087  -0.109
C 0.48979 3.79409 3.61662  -0.119
C -0.41258 0.33267 3.96744  -0.256
C 0.22064 -0.41245 4.93369  -0.126
C -0.48441 -1.14138 5.90003  -0.097
C -1.85053 -1.18632 5.87014  -0.055
C -2.55964 -0.43745 4.90765  -0.183
C -3.96843 -0.46010 4.84432  -0.054
C -4.64508 0.28767 3.92218  -0.092
C -3.93658 1.11693 3.04130  -0.093
C -2.57010 1.15249 3.07651  -0.087
C -1.83543 0.35743 3.97715  -0.196
H 2.67086 1.37841 3.96950  0.004
H 3.17245 1.35202 2.27855  0.005
H 2.80910 -0.15403 3.09625  -0.001
H -0.21582 3.09788 0.40769  0.051
H -0.63379 5.53992 0.37783  0.096
H -0.31901 6.85947 2.44310  0.091
H 0.39956 5.73736 4.51785  0.093
H 0.79739 3.30400 4.53096  0.095
H 1.30193 -0.44610 4.95460  0.078
H 0.06159 -1.68991 6.65986  0.095
H -2.40761 -1.79274 6.57414  0.103
H -4.50380 -1.08542 5.54719  0.102
H -5.72559 0.24959 3.86875  0.096
H -4.47710 1.71832 2.32376  0.097
H -2.03134 1.80589 2.40467  0.051
N -0.93552 -2.25837 1.18103  0.019
H -1.68265 -2.05710 1.83706  0.013
H -0.15610 -2.64229 1.70000  0.018
H -1.26149 -2.96010 0.52691  0.019